Entry 1:
Computed, not measured: 2 unconnected molecules or ions with the total composition C5H13N3 at a distorted geometry, with ωB97M-V/def2-TZVPD.

Structure (XYZ):
```
21
Properties=species:S:1:pos:R:3:forces:R:3:nbo_charge:R:1
H 1.56455 -1.82848 0.09237 -0.016 0.205 0.089 0.346
N 0.82784 -1.48397 -0.51188 0.775 0.678 -1.199 -0.683
C 0.92679 -0.20538 -0.75137 -1.294 -1.910 0.967 0.403
C 1.64588 0.69800 0.12766 -0.607 -0.282 2.148 -0.665
N -0.09824 0.31823 -1.51194 0.081 0.165 -0.411 -0.625
C -0.11499 1.67994 -1.99356 0.196 0.094 -0.103 -0.411
H 0.78919 0.64608 1.14823 1.972 1.084 -2.579 0.250
H 2.46886 0.22741 0.65653 0.211 -0.257 -0.320 0.228
H 2.00418 1.62182 -0.31653 -0.542 0.424 0.418 0.226
H -0.52238 -0.37638 -2.10820 0.023 0.038 0.070 0.397
H -0.99532 1.82193 -2.61930 0.029 -0.008 0.052 0.211
H 0.77060 1.93123 -2.59332 -0.090 0.047 0.029 0.177
H -0.17826 2.38498 -1.16195 -0.002 -0.020 -0.042 0.196
C -0.18893 -0.23662 2.10167 -2.017 -2.594 0.641 -0.249
N -0.48086 -1.38239 1.52430 0.593 1.838 1.461 -0.321
C -1.74024 -1.47741 0.83148 -0.045 0.021 -0.595 -0.452
H 0.46319 -0.30822 2.96863 0.649 0.254 -0.414 0.200
H -0.94182 0.55860 2.16821 0.133 0.165 -0.409 0.170
H -2.12983 -0.51400 0.47377 -0.007 -0.017 0.164 0.174
H -1.60716 -2.12818 -0.03067 -0.094 -0.020 0.031 0.223
H -2.46307 -1.94720 1.50587 0.051 0.094 0.001 0.205
```
Forces are in eV/Å.

Output
highest occupied orbital energy: -8.38 eV
frontier orbital gap: 9.28 eV
ΔE to the lowest compared entry with this formula, charge and spin: 301.6 kJ/mol
DFT total energy: -9863.2403 eV
structure (SMILES): [H]/N=C(\C)NC.C=NC

Entry 2:
Computed, not measured: a molecular structure, C18H25N3PdS2, with ωB97M-V/def2-TZVPD.

Structure (XYZ):
```
49
Properties=species:S:1:pos:R:3:forces:R:3:nbo_charge:R:1
Pd 0.00852 0.71781 -0.68364 0.024 -0.069 -0.035 0.577
C 0.77470 -3.58464 3.51557 -0.003 0.002 0.000 -0.597
C 0.05388 -2.29009 3.11544 0.003 -0.001 0.002 -0.246
C -1.43626 -2.53694 2.90995 -0.001 0.000 0.003 -0.612
C 0.74115 -1.69031 1.90993 0.002 -0.008 -0.004 0.019
C 1.95637 -0.99941 2.07743 -0.012 -0.011 0.003 -0.145
C 2.63320 -0.43409 1.01894 -0.015 0.018 -0.015 -0.219
C 2.18816 -0.61568 -0.30586 0.040 -0.025 0.000 0.012
C 3.08402 -0.24955 -1.45378 -0.012 0.003 0.004 -0.657
C 0.98431 -1.32867 -0.49379 -0.004 0.032 0.033 -0.301
C 0.25896 -1.82700 0.61968 0.015 -0.023 0.005 -0.202
H 0.33313 -3.99329 4.42356 0.000 0.000 -0.001 0.237
H 1.83587 -3.41775 3.70202 0.001 0.000 0.000 0.218
H 0.68190 -4.33243 2.72579 0.001 0.000 0.000 0.214
H 0.17524 -1.57344 3.93447 -0.001 0.001 0.001 0.215
H -1.61636 -3.33972 2.19222 0.000 0.001 -0.002 0.211
H -1.95862 -1.64059 2.56561 0.000 -0.002 0.001 0.199
H -1.89081 -2.84628 3.84978 -0.001 0.001 -0.001 0.244
H 2.36141 -0.89563 3.07794 0.001 0.000 0.001 0.246
H 3.56316 0.09416 1.19142 0.000 0.000 0.004 0.248
H 3.44762 0.77539 -1.37065 0.003 -0.001 0.002 0.240
H 2.59319 -0.38090 -2.41568 0.002 -0.011 0.000 0.225
H 3.96047 -0.90033 -1.43811 0.003 0.001 -0.005 0.267
H 0.74606 -1.70118 -1.48338 -0.012 0.008 -0.001 0.246
H -0.65324 -2.38100 0.43879 -0.001 0.003 -0.007 0.244
C -1.08528 3.24195 3.00429 -0.009 0.001 -0.007 -0.685
C -0.87539 2.63431 1.66249 -0.005 -0.010 0.020 -0.128
S 0.00252 1.26230 1.52535 0.000 0.035 0.003 0.419
C -1.46348 3.26320 0.46899 -0.025 -0.031 0.008 -0.085
C -2.25483 4.51353 0.59217 0.017 0.007 -0.006 -0.691
S -1.25022 2.57292 -0.99884 -0.013 0.066 -0.002 0.386
H -0.58896 2.67048 3.78435 0.004 0.003 0.000 0.264
H -2.15467 3.29268 3.22674 0.005 0.003 0.001 0.271
H -0.70642 4.26716 3.01589 0.002 0.001 0.000 0.271
H -1.63152 5.30414 1.01989 -0.003 0.002 0.002 0.275
H -3.09107 4.36112 1.27993 0.002 -0.003 -0.003 0.273
H -2.63724 4.84340 -0.37021 -0.001 0.003 0.002 0.268
N -1.96776 -1.44479 -5.19728 -0.003 -0.009 0.005 -0.747
C -1.10519 -0.58601 -4.63898 0.010 0.018 -0.032 0.384
C -0.98013 -0.45203 -3.23779 0.010 -0.009 0.013 -0.059
N -0.10963 0.41146 -2.72820 -0.017 0.003 -0.009 -0.427
C 0.64186 1.16198 -3.54479 -0.002 0.006 -0.014 -0.089
C 0.49978 1.00817 -4.91745 0.019 0.004 0.026 0.068
N -0.34993 0.15680 -5.45722 -0.018 -0.018 0.007 -0.385
H -2.57529 -2.03293 -4.65655 0.001 -0.001 0.000 0.412
H -2.00890 -1.49862 -6.20223 -0.002 0.003 0.000 0.435
H -1.57669 -1.04027 -2.55303 -0.004 0.004 0.000 0.218
H 1.34022 1.85921 -3.10639 0.000 0.005 -0.001 0.229
H 1.10222 1.60143 -5.59476 -0.004 0.001 -0.002 0.236
```
Forces are in eV/Å.

Output
total charge: +2
highest occupied orbital energy: -14.66 eV
frontier orbital gap: 5.49 eV
DFT total energy: -48678.1479 eV

Entry 3:
Computed, not measured: 6 unconnected molecules or ions with the total composition C47H62F6N9O7S2 at a distorted geometry, with ωB97M-V/def2-TZVPD.

Structure (XYZ):
```
133
Properties=species:S:1:pos:R:3:forces:R:3:mulliken_charge:R:1
N -0.09049 -0.64055 1.22304 0.459 -1.689 -0.660 1.025
O -1.28669 -0.85547 1.39927 -2.252 0.268 0.485 -0.706
O 0.73276 -1.44425 1.61803 1.640 -2.613 2.023 -0.677
O 0.33640 0.24755 0.54488 -0.013 3.731 -1.964 -0.641
C -0.69827 -0.64130 8.06354 -0.044 -1.800 -0.001 -1.419
C -2.00765 -1.16909 7.41368 -0.060 -0.761 1.485 -0.130
C -3.07023 -1.46311 8.54088 -0.961 0.570 -0.164 -0.895
N -4.55806 -1.64845 8.02132 0.645 0.185 0.747 0.334
C -5.53549 -1.76832 9.24327 0.291 0.896 -0.361 -0.665
C -6.95004 -1.55356 8.78871 -2.088 0.601 -0.496 -0.663
C -7.21044 -0.19603 8.06787 -0.098 -0.685 0.719 -0.770
C -6.36758 -0.26745 6.81439 -0.256 0.058 0.339 -0.804
C -4.93602 -0.35562 7.21092 0.873 -0.929 -0.372 -0.553
C -4.67144 -2.94702 7.17172 -0.482 2.541 -0.790 -0.981
H -0.74697 0.33813 8.53940 0.039 -0.084 -0.351 0.371
H 0.14780 -0.81834 7.39952 -0.191 1.013 -0.554 0.384
H -0.38603 -1.39629 8.78506 -0.346 0.185 0.786 0.377
H -1.80873 -2.13575 6.95097 0.199 0.227 -0.397 0.287
H -2.35706 -0.45327 6.66964 -0.196 -0.187 0.155 0.220
H -3.00191 -0.67442 9.29016 -0.803 0.854 -0.460 0.421
H -3.00775 -2.26850 9.27266 0.939 -0.935 -0.866 0.612
H -5.21552 -0.98512 9.93052 -0.083 0.292 -0.161 0.366
H -5.46822 -2.66956 9.85267 0.609 -0.462 -0.741 0.455
H -7.70238 -1.68100 9.56707 0.587 0.289 0.795 0.447
H -7.35753 -2.32277 8.13268 0.693 -0.386 -0.406 0.307
H -6.94980 0.60758 8.75663 0.497 0.236 -0.191 0.329
H -8.27125 -0.00912 7.90099 -0.031 -0.471 -0.263 0.412
H -6.42319 0.58753 6.14057 -0.291 0.000 -0.004 0.389
H -6.60074 -1.18473 6.27370 -0.460 0.252 -0.341 0.287
H -4.66970 0.54668 7.76140 0.351 -0.406 0.443 0.367
H -4.35375 -0.37654 6.28970 0.313 -0.174 0.275 0.444
H -4.65891 -3.84476 7.78979 0.067 0.298 -0.233 0.296
H -4.00399 -2.88153 6.31247 1.054 -0.327 0.738 0.378
H -5.56101 -2.75859 6.57068 -0.692 -0.832 0.783 0.396
C -5.01751 3.14197 -4.31202 0.664 -1.330 -0.518 -0.845
N -6.22152 3.02969 -3.50669 -1.674 0.748 0.542 -0.006
C -7.24258 3.87340 -3.81111 -0.382 -0.566 0.143 -0.439
C -8.50564 3.70750 -3.26156 0.000 0.219 0.350 -0.462
C -8.77980 2.67543 -2.37184 1.469 -0.173 -0.267 0.635
C -7.67397 1.87667 -2.01895 0.530 -0.037 0.258 -0.616
C -6.40882 2.05512 -2.58927 -0.910 0.776 -0.394 -0.103
C -10.17523 2.44760 -1.92808 -1.169 -1.112 1.417 0.556
C -10.51654 2.43556 -0.52692 -0.618 -1.091 -1.803 -0.685
C -11.77469 1.94289 -0.12548 0.664 -0.001 -3.088 -0.073
N -12.67734 1.52531 -1.13743 2.013 1.332 2.616 -0.002
C -12.36683 1.64557 -2.45362 -2.010 -0.705 1.728 -0.368
C -11.15223 2.03951 -2.87789 2.297 0.915 0.476 -0.521
C -13.93162 0.84920 -0.70055 0.589 -0.381 -1.104 -0.812
H -4.34510 2.35646 -3.96714 0.239 0.317 -0.010 0.253
H -4.52034 4.11195 -4.31968 -0.399 -0.014 0.232 0.335
H -5.35711 2.82774 -5.29896 0.426 0.360 -0.256 0.439
H -7.05519 4.59692 -4.59074 0.138 0.203 0.152 0.469
H -9.32288 4.39923 -3.40311 0.249 0.294 -0.728 0.535
H -7.68916 1.11091 -1.25753 -0.475 -0.174 -0.046 0.456
H -5.55426 1.42866 -2.38029 -0.048 -0.021 0.176 0.424
H -9.72608 2.58974 0.19266 -0.228 0.394 0.221 0.480
H -11.95488 1.82934 0.93332 -0.738 -0.201 -0.157 0.398
H -13.20162 1.34881 -3.07124 0.247 -0.092 -0.481 0.466
H -10.88569 1.94815 -3.92049 -0.153 0.233 -0.112 0.489
H -14.02503 0.91513 0.38343 -0.345 0.244 -0.366 0.266
H -13.78931 -0.18675 -1.00821 -0.159 -0.159 0.327 0.403
H -14.73339 1.23044 -1.33295 -0.264 0.232 0.668 0.330
C 7.39150 2.44748 0.55847 -1.207 0.577 1.461 -0.916
N 8.13748 2.58527 -0.66237 2.575 0.872 -0.704 0.033
C 7.51051 2.39555 -1.84423 1.988 0.848 -0.421 -0.390
C 8.29008 2.54489 -2.98287 1.095 0.152 -1.633 -0.636
C 9.67775 2.92177 -3.05221 -3.172 -0.917 1.066 0.755
C 10.21577 3.13104 -1.80361 1.124 0.091 0.757 -0.608
C 9.48805 3.02539 -0.62748 -2.466 -1.437 -0.923 -0.210
C 10.36849 2.96240 -4.36509 -1.085 0.561 -0.468 0.688
C 9.75566 3.60238 -5.49979 1.579 -0.839 0.021 -0.598
C 10.46570 3.58501 -6.70448 1.007 -0.260 1.816 -0.244
N 11.73475 3.01387 -6.73690 -1.970 0.874 0.486 0.048
C 12.27612 2.39790 -5.68506 -0.100 0.909 -0.002 -0.276
C 11.58718 2.34413 -4.49074 0.906 0.019 -0.139 -0.593
C 12.28424 2.83113 -8.05332 0.165 -0.924 -1.563 -0.840
H 8.00579 2.36189 1.45480 0.266 0.122 -0.370 0.290
H 6.68515 1.61762 0.58121 0.310 -0.184 -0.542 0.358
H 6.77903 3.34574 0.63664 0.000 0.122 0.296 0.431
H 6.44032 2.26016 -1.89663 0.027 -0.409 0.314 0.475
H 7.90864 2.29962 -3.96305 -0.813 0.063 0.143 0.492
H 11.27773 3.29728 -1.69879 0.085 0.468 0.135 0.460
H 9.93520 3.19119 0.34153 -0.206 -0.061 0.073 0.423
H 8.79656 4.09067 -5.40991 0.016 0.088 -0.117 0.598
H 10.17670 4.07789 -7.62096 -0.270 -0.109 0.064 0.373
H 13.30787 2.09197 -5.77622 -0.078 -0.405 -0.180 0.404
H 12.10684 1.84933 -3.68357 -0.256 0.022 0.256 0.472
H 11.92679 3.55166 -8.78897 0.088 0.269 0.441 0.273
H 11.82270 1.88211 -8.32617 0.490 -0.175 -0.605 0.434
H 13.36994 2.75405 -8.11174 -0.142 0.095 0.402 0.306
C 6.10305 -10.81065 -2.95260 -0.030 -0.265 -0.833 -0.929
N 4.80871 -10.29511 -2.45796 -0.935 0.288 -1.013 0.050
C 3.62032 -10.88692 -2.86809 0.717 1.402 1.837 -0.260
C 2.40515 -10.32470 -2.44999 0.679 1.014 -0.473 -0.732
C 2.35696 -9.02326 -1.81139 0.079 -2.574 -1.784 0.827
C 3.63423 -8.51143 -1.50532 -3.164 1.575 0.660 -0.725
C 4.80229 -9.11273 -1.82718 0.339 -0.736 0.021 -0.064
C 0.98769 -8.33294 -1.63552 0.522 -0.272 0.810 0.960
C 0.83024 -7.56389 -0.47703 -1.267 -0.012 -0.273 -0.694
C -0.42123 -7.00499 -0.21100 0.210 -0.965 -0.473 -0.226
N -1.45889 -7.20511 -1.05346 0.673 1.632 0.851 0.064
C -1.31404 -7.86933 -2.20993 -0.813 -1.086 0.501 -0.319
C -0.16573 -8.53174 -2.48309 3.168 -0.089 0.583 -0.607
C -2.74811 -6.55009 -0.75745 -0.964 -0.249 0.150 -0.942
H 6.90580 -10.07747 -2.87419 -0.231 -0.051 0.662 0.341
H 5.99138 -10.91104 -4.03221 -0.039 -0.494 0.034 0.406
H 6.33055 -11.76160 -2.47091 0.104 0.165 -0.092 0.334
H 3.73975 -11.77703 -3.46794 -0.219 -0.105 0.080 0.486
H 1.51737 -10.84753 -2.77386 -0.145 0.024 0.121 0.421
H 3.57810 -7.54397 -1.02860 0.781 0.186 0.048 0.454
H 5.75018 -8.64450 -1.60660 0.071 -0.168 0.024 0.403
H 1.53104 -7.46312 0.33852 0.484 -0.014 -0.352 0.385
H -0.58770 -6.51633 0.73764 -0.310 0.304 -0.177 0.381
H -2.22731 -8.06205 -2.75326 0.024 0.309 -0.283 0.454
H -0.02490 -9.20630 -3.31466 -0.473 0.227 -0.269 0.431
H -3.47104 -7.29398 -0.42262 0.117 -0.244 -0.142 0.382
H -3.14223 -6.09487 -1.66603 0.214 0.107 0.138 0.383
H -2.69367 -5.82889 0.05803 0.511 0.059 -0.312 0.333
C 7.13235 10.88630 -2.06682 -2.601 0.752 0.395 0.588
F 7.23357 10.29523 -3.28083 0.166 0.575 0.898 -0.219
F 8.30567 11.06517 -1.51268 0.546 -0.842 0.005 -0.190
F 6.59858 12.12933 -2.16965 0.190 -0.671 -0.741 -0.235
S 5.89432 9.93040 -0.89971 2.211 0.163 0.898 1.048
O 6.37653 8.54364 -0.98509 -0.352 1.522 -0.091 -0.603
O 6.06041 10.62162 0.38466 -0.400 -0.886 -2.079 -0.606
N 4.40343 10.18647 -1.60566 2.652 -0.762 1.468 -0.387
S 3.48078 9.13675 -0.87496 -3.875 -1.882 2.432 0.915
O 3.85487 8.33954 0.33697 0.249 1.726 -2.833 -0.585
O 2.14631 9.73191 -0.72056 1.594 -0.979 -1.108 -0.650
C 3.38432 7.75698 -2.24740 -0.083 1.033 0.352 0.637
F 4.61065 7.23781 -2.48670 -0.911 -0.088 0.049 -0.223
F 2.53198 6.76016 -1.93291 0.510 0.205 0.039 -0.238
F 2.94000 8.30173 -3.39593 0.182 -0.228 0.238 -0.253
```
Forces are in eV/Å.

Output
total charge: +5
highest occupied orbital energy: -12.72 eV
frontier orbital gap: 1.92 eV
ΔE to the lowest compared entry with this formula, charge and spin: 180.6 kJ/mol
DFT total energy: -115406.1953 eV

Entry 4:
Computed, not measured: a gas-phase ion, C8H13N3O (charge +2) at a distorted geometry, with ωB97M-V/def2-TZVPD.

Structure (XYZ):
```
25
Properties=species:S:1:pos:R:3:forces:R:3:nbo_charge:R:1
C 1.54769 2.78948 -0.75116 -0.539 2.914 2.332 -0.620
C 0.62880 1.97353 0.18954 -1.013 2.463 -1.115 -0.273
C -0.49657 2.97667 0.78856 2.789 -0.282 -1.902 -0.577
C 0.12099 1.27432 -1.02184 -1.488 -3.093 3.481 0.289
N 0.17389 -0.01834 -1.04963 0.142 -0.693 -0.148 -0.351
C 0.89058 -1.08037 -0.87932 0.484 3.436 -1.417 0.162
C 0.65754 -2.35354 -0.42177 -3.946 -1.413 2.848 -0.374
C -0.47744 -2.89454 0.24826 1.485 -1.343 -1.347 0.444
N -0.55055 -4.17244 0.72432 -0.542 1.967 -0.357 -0.715
N -1.77758 -2.22898 0.21622 0.373 -1.818 -2.360 -0.651
C -2.10118 -1.46747 1.14141 0.244 -1.047 -1.414 1.019
O -2.26251 -0.79365 1.98972 -0.892 2.641 3.172 -0.202
H 1.99273 3.58465 -0.06017 -0.446 -0.690 -1.266 0.283
H 0.82175 3.25357 -1.45744 1.378 0.211 0.011 0.228
H 2.34329 2.25430 -1.16216 1.155 -0.802 -1.045 0.235
H 1.14922 1.43791 0.95339 0.220 -0.862 0.085 0.241
H -0.16383 3.66701 1.59572 0.144 -0.671 -0.705 0.263
H -1.17648 2.26677 1.16419 -1.788 -0.061 0.322 0.203
H -0.70279 3.55299 -0.15315 -0.987 -0.284 1.345 0.221
H -0.60277 1.71487 -1.67192 0.122 0.713 -0.764 0.250
H 1.90182 -0.92315 -1.23167 0.362 -0.213 -0.127 0.244
H 1.54097 -2.88853 -0.31834 1.279 -1.388 -0.045 0.267
H 0.33125 -4.61249 0.66064 0.792 -1.135 0.172 0.435
H -1.36638 -4.73418 1.02407 0.677 0.904 -0.284 0.462
H -2.42246 -2.57840 -0.51748 -0.003 0.546 0.529 0.516
```
Forces are in eV/Å.

Output
total charge: +2
highest occupied orbital energy (alpha / beta): -16.81 / -16.81 eV
frontier orbital gap (alpha / beta): 7.78 / 7.78 eV
ΔE to the lowest compared entry with this formula, charge and spin: 355.8 kJ/mol
DFT total energy: -15003.3904 eV
structure (SMILES): CC(C)/C=N\C=C/C(=[NH2+])[NH+]=C=O

DFT total energy of number 3 (C47H62F6N9O7S2)? -115406.1953 eV

Among the records above, which one has the highest DFT total energy? C5H13N3

Which of these has the highest DFT total energy? C5H13N3